{
  "formula": "C32H75BrFIN7O5P3",
  "method": "ωB97M-V/def2-TZVPD",
  "symbols": ["I", "Br", "P", "P", "P", "F", "O", "O", "O", "O", "O", "N", "N", "N", "N", "N", "N", "N", "C", "C", "C", "C", "C", "C", "C", "C", "C", "C", "C", "C", "C", "C", "C", "C", "C", "C", "C", "C", "C", "C", "C", "C", "C", "C", "C", "C", "C", "C", "C", "C", "H", "H", "H", "H", "H", "H", "H", "H", "H", "H", "H", "H", "H", "H", "H", "H", "H", "H", "H", "H", "H", "H", "H", "H", "H", "H", "H", "H", "H", "H", "H", "H", "H", "H", "H", "H", "H", "H", "H", "H", "H", "H", "H", "H", "H", "H", "H", "H", "H", "H", "H", "H", "H", "H", "H", "H", "H", "H", "H", "H", "H", "H", "H", "H", "H", "H", "H", "H", "H", "H", "H", "H", "H", "H", "H"],
  "xyz": [[-5.39946, -0.57444, -3.72111], [-7.86084, 0.13007, 0.04362], [6.70844, 2.00699, -2.96852], [1.57224, 2.11842, 2.32155], [-3.97150, -5.62854, 2.56252], [-4.34594, 3.69469, -1.80346], [-3.80406, -4.04926, 0.40799], [0.37838, 1.73966, 3.17592], [5.71613, 1.92916, -1.85493], [-3.84086, -0.86842, -1.24438], [-1.19567, -4.80015, -0.78745], [2.70141, 2.21803, 1.06334], [6.05685, 3.34127, -3.87136], [2.66661, 2.49289, 3.60517], [8.14115, 2.43857, -2.13816], [-1.03421, -5.77749, -2.84445], [0.78178, 3.55440, 1.69152], [7.39173, 1.30677, -4.33795], [-6.41489, -4.79722, 3.82574], [-2.92401, -1.67733, 0.78148], [-1.74818, -5.15128, -1.79292], [3.65052, 1.11034, 0.93936], [-4.35221, -3.16981, -0.56987], [-5.40099, -5.95631, 3.68310], [3.65902, 3.54231, 3.58317], [3.09515, 1.36568, 4.42135], [-3.82399, 1.37726, -2.02785], [2.92118, 3.29792, 0.11551], [8.56446, 1.52405, -1.08543], [-4.74208, 2.46869, 0.18611], [9.25961, 3.14901, -2.71463], [-2.40782, -0.24612, 1.09075], [-5.37704, -1.24021, 0.75098], [-4.19014, -1.67147, -0.11300], [-3.58851, -3.41735, -1.88832], [0.88378, 4.81123, 2.40868], [6.56359, 4.68707, -3.65341], [4.59770, 3.34957, -3.89041], [-1.62447, -4.15847, 2.93676], [-0.60412, 3.31433, 1.30274], [-3.21280, -4.90756, -2.06989], [-4.73625, -4.90953, 1.02538], [-3.91152, 2.58205, -1.06964], [-4.65879, 0.12605, -1.72890], [7.99818, -0.01366, -4.17740], [-6.78760, -1.52595, 0.16663], [-3.07620, -4.27251, 3.40804], [7.52799, 1.88344, -5.66482], [-7.60377, -2.48681, 1.03928], [-2.80726, 0.08763, 2.54931], [3.29618, 0.23352, 1.48574], [7.72556, -0.67684, -5.00011], [7.78969, 1.09920, -6.37836], [3.77538, 0.80706, -0.10043], [-4.84504, 3.47859, 0.58575], [1.86165, 5.27439, 2.26463], [-1.28589, 3.30471, 2.16258], [-3.59294, -3.30836, 3.39704], [-3.86943, -5.57975, -1.52140], [-2.83381, 0.51217, 0.44453], [2.00049, 3.64912, -0.33721], [9.19797, 2.04149, -0.36208], [-4.27438, -3.17882, -2.69481], [5.90558, 5.40765, -4.14064], [-2.89245, 2.82897, -0.76244], [4.63480, 1.38326, 1.33607], [-7.29350, -5.01391, 3.21988], [-7.34882, -2.37504, 2.08992], [-2.11898, -2.20609, 0.27533], [-2.66450, -2.85095, -1.93231], [-3.05481, 1.13892, 2.69153], [-1.32075, -0.24448, 1.08176], [-5.88036, -6.88925, 3.40176], [4.01613, 3.70960, 4.60125], [3.55859, 2.95864, -0.70499], [-3.14220, -2.12791, 1.73744], [4.16414, 3.75717, -2.96988], [-5.34435, -0.19205, 1.04287], [-5.07219, -5.73593, 0.38949], [-4.22898, 1.89294, 0.95035], [-7.53180, -3.51321, 0.68463], [-4.92055, -6.07512, 4.65475], [-2.03393, -0.22610, 3.24675], [2.26484, 0.67789, 4.58358], [3.25195, 4.49128, 3.25093], [-2.79087, 1.03024, -2.03929], [8.32061, 2.63665, -5.69157], [-5.97766, -3.85908, 3.48560], [-1.54559, -3.97290, 1.86965], [3.42728, 4.14424, 0.58958], [-5.75213, 2.12062, -0.01013], [0.16995, 5.52663, 1.99622], [-3.36307, -5.13733, -3.12400], [0.68393, 4.71024, 3.48464], [9.88357, 2.52895, -3.37782], [-8.65418, -2.21661, 0.95732], [-5.39415, -3.44295, -0.75606], [-0.71564, 2.35802, 0.78739], [4.54053, 3.30961, 2.96428], [-6.73073, -4.65460, 4.85701], [9.90352, 3.50779, -1.90982], [6.63483, 4.95337, -2.59053], [9.09143, 0.04809, -4.13043], [-1.12026, -5.08693, 3.20245], [6.60560, 2.32995, -6.02026], [-0.05133, -5.55522, -2.73841], [8.95167, 4.03174, -3.26458], [-1.14358, -6.78447, -2.81381], [-5.59251, 0.30537, -1.21410], [-5.62461, -4.33600, 1.31400], [3.42122, 1.70738, 5.40646], [9.12316, 0.66330, -1.47928], [7.64924, -0.49111, -3.26002], [7.70029, 1.14828, -0.53846], [3.92148, 0.80513, 3.96044], [-5.30011, -1.79301, 1.68609], [-1.11298, -3.37779, 3.50174], [-0.92943, 4.09943, 0.61288], [7.53619, 4.82831, -4.12684], [-3.70074, -0.46992, 2.83774], [4.20491, 2.34068, -4.01811], [-6.73934, -1.89898, -0.85203], [-3.05199, -4.56076, 4.46291], [4.24806, 3.94678, -4.73576], [-4.01061, 1.75646, -3.02674]],
  "forces_ev_per_a": [[-0.31, -0.05, 0.08], [0.12, 0.07, -0.12], [0.95, 5.09, -0.52], [-0.69, 6.75, 1.90], [0.85, -1.40, -0.30], [-0.23, -0.08, -0.03], [-0.44, -0.07, 0.21], [0.82, -3.69, -1.38], [0.01, -2.92, -0.59], [-0.66, 0.45, 0.54], [0.34, 0.66, 0.30], [-0.28, -2.63, -0.12], [0.36, 0.17, 0.07], [-0.09, -0.56, 0.24], [-0.33, -0.04, 0.43], [0.23, 0.18, -0.14], [0.07, 0.50, -0.36], [-0.97, -1.98, 0.79], [0.06, -0.44, -0.22], [0.52, 1.62, -0.77], [-0.27, -0.55, 0.23], [0.19, -0.03, 0.20], [0.80, 0.01, -0.78], [-0.08, 1.24, 0.10], [0.45, -0.11, -0.57], [-0.33, -0.16, 0.15], [0.12, 0.00, 0.21], [-0.29, 0.18, -0.68], [-0.30, -0.06, 0.26], [-0.22, 0.69, -0.20], [0.25, -0.29, -0.50], [-0.58, -0.61, 1.55], [-0.80, 0.24, -0.62], [0.67, -1.36, 1.03], [-0.35, -0.97, 0.55], [0.17, 0.01, 0.03], [0.20, 0.06, -0.03], [-0.12, -0.22, 0.05], [-0.13, -0.08, 0.42], [-0.04, -0.09, 0.08], [-0.21, 0.17, -0.91], [-0.45, 0.74, 0.89], [0.54, -0.18, 0.19], [0.46, 0.03, -1.04], [0.22, 0.07, 0.15], [0.01, -0.15, 0.59], [-0.21, 0.44, 0.17], [-0.29, 0.12, -0.30], [-0.56, 0.46, -0.43], [-0.30, -0.01, -0.13], [0.00, 0.04, 0.08], [-0.04, 0.04, -0.02], [0.08, -0.11, 0.17], [0.01, 0.07, -0.02], [0.06, 0.04, 0.05], [0.00, -0.03, 0.07], [-0.03, -0.06, -0.03], [-0.03, 0.04, -0.16], [0.17, -0.02, 0.31], [0.32, -0.09, -0.40], [-0.05, 0.05, 0.15], [0.04, 0.06, -0.08], [0.30, 0.48, -0.18], [-0.14, -0.08, 0.05], [0.04, 0.08, -0.06], [0.02, 0.01, -0.09], [-0.12, 0.24, -0.01], [0.16, -0.23, 0.04], [-0.19, -0.39, -0.02], [-0.16, 0.37, -0.15], [0.35, 0.11, 0.17], [0.05, 0.27, -0.50], [0.00, -0.10, 0.07], [-0.04, -0.12, 0.04], [0.12, -0.27, 0.21], [0.08, -0.48, -0.13], [-0.01, -0.02, 0.00], [0.33, 0.08, -0.08], [0.13, -0.02, -0.16], [-0.15, -0.28, -0.03], [0.31, -0.11, 0.23], [0.10, -0.42, -0.03], [0.13, 0.26, 0.05], [-0.05, 0.03, -0.09], [-0.02, -0.09, -0.11], [0.03, -0.08, -0.04], [-0.04, 0.03, 0.00], [-0.06, 0.10, 0.02], [0.08, -0.06, -0.06], [-0.09, 0.00, 0.09], [-0.02, -0.27, 0.09], [-0.11, -0.09, -0.01], [-0.03, -0.14, -0.02], [0.01, 0.07, 0.01], [-0.02, 0.00, 0.01], [-0.10, -0.17, -0.02], [-0.08, 0.03, 0.15], [0.06, -0.01, 0.03], [-0.01, 0.01, 0.01], [-0.09, -0.06, 0.04], [-0.04, -0.08, 0.08], [0.02, 0.05, -0.03], [-0.01, -0.03, -0.04], [0.10, -0.10, -0.32], [0.00, 0.11, 0.10], [0.07, -0.25, 0.23], [-0.03, -0.13, -0.05], [-0.23, -0.01, -0.31], [0.08, -0.08, 0.29], [-0.08, -0.03, -0.10], [0.04, 0.07, -0.04], [0.09, 0.06, 0.04], [0.02, 0.05, 0.04], [-0.06, 0.01, -0.09], [0.06, 0.05, 0.09], [0.10, -0.15, -0.02], [-0.02, 0.20, -0.15], [0.08, 0.05, 0.00], [-0.03, 0.00, 0.07], [-0.13, 0.06, -0.04], [0.01, 0.00, 0.02], [-0.04, 0.21, -0.13], [-0.13, -0.11, 0.03], [0.09, 0.05, -0.01], [-0.18, 0.10, 0.01]],
  "multiplicity": 1,
  "mol_weight_g_mol": 956.72,
  "smiles": "CCC[C@@](C[C@@H](C)Br)(O[C@H](I)C[C@H](C)F)[C@@H](CCC(N)=O)OCP(CC)CC.CN(C)P(=O)(N(C)C)N(C)C.CN(C)P(=O)(N(C)C)N(C)C",
  "e_tot_ha": -6019.27567
}